No. 1
{"formula": "C3H14N3S", "method": "wB97M-V/def2-TZVPD", "symbols": ["N", "C", "N", "H", "H", "H", "H", "H", "H", "C", "C", "S", "N", "H", "H", "H", "H", "H", "H", "H", "H"], "positions_angstrom": [[-0.309, 0.047, -1.340], [0.452, 1.150, -2.052], [-0.305, 1.966, -2.937], [-1.183, 0.450, -1.005], [-0.605, -0.593, -2.074], [0.935, 1.772, -1.302], [1.228, 0.632, -2.617], [-0.833, 1.473, -3.647], [-0.888, 2.649, -2.472], [0.508, -1.398, 1.691], [-0.655, -0.481, 2.021], [-1.292, -0.807, 3.707], [1.288, -0.880, 0.534], [0.142, -2.393, 1.441], [1.180, -1.493, 2.544], [-1.476, -0.578, 1.315], [-0.302, 0.553, 2.041], [-2.207, 0.165, 3.595], [1.893, -1.610, 0.169], [1.882, -0.102, 0.799], [0.545, -0.521, -0.412]], "forces_ev_per_a": [[0.058, 0.357, -0.641], [-0.042, -0.288, -0.389], [-0.170, 0.063, 0.259], [0.148, -0.086, 0.341], [0.030, -0.230, 0.119], [-0.064, 0.035, 0.075], [0.071, 0.048, 0.058], [0.179, 0.043, 0.025], [0.016, -0.010, -0.083], [-0.143, -0.150, 0.234], [0.153, 0.438, 0.456], [0.057, -0.071, -0.351], [-0.390, -0.210, -0.761], [0.087, -0.008, -0.058], [-0.043, -0.003, 0.034], [0.071, -0.049, -0.131], [-0.033, -0.016, -0.228], [-0.062, -0.063, 0.205], [0.185, -0.037, 0.081], [0.047, 0.087, 0.124], [-0.154, 0.152, 0.629]], "e_above_lowest_kj_mol": 12.1, "total_charge": 1, "molar_mass_g_mol": 124.2, "energy_ev": -18637.3540, "spin_multiplicity": 1, "e_lumo_ha": -0.111, "gap_ev": 9.4}

---

No. 2
{"formula": "C3H14N4O", "method": "wB97M-V/def2-TZVPD", "symbols": ["C", "C", "N", "N", "N", "O", "H", "H", "H", "H", "H", "H", "H", "H", "H", "C", "N", "H", "H", "H", "H", "H"], "positions_angstrom": [[-0.641, -0.848, 1.099], [-1.172, 0.850, -0.656], [-0.196, -1.835, 0.167], [-1.947, -1.003, 1.569], [-0.902, 2.040, 0.156], [0.185, -0.241, 1.801], [1.476, 0.251, 0.585], [0.409, -2.516, 0.619], [-0.918, -2.148, -0.468], [-2.635, -1.328, 0.907], [-2.231, -0.271, 2.205], [-1.646, 2.729, 0.135], [-0.725, 1.774, 1.120], [-1.063, 1.116, -1.719], [-2.201, 0.475, -0.579], [2.497, -0.239, -1.200], [1.519, 0.522, -0.417], [1.648, 1.531, -0.444], [0.326, 0.451, -0.690], [3.518, -0.037, -0.869], [2.410, 0.027, -2.253], [2.288, -1.299, -1.068]], "forces_ev_per_a": [[0.411, -1.151, 1.201], [0.781, 0.196, -0.684], [-0.038, 0.977, 0.319], [0.685, 0.249, -0.405], [-0.140, 0.202, 0.039], [-0.596, -0.269, -0.592], [-0.030, -0.002, -0.510], [-0.463, -0.015, -0.288], [0.309, -0.373, 0.232], [-0.029, 0.175, 0.123], [-0.132, -0.001, -0.227], [0.101, -0.009, 0.132], [-0.093, 0.087, -0.045], [-0.072, 0.222, -0.059], [0.098, -0.186, 0.143], [-0.055, 0.140, 0.102], [0.078, 0.383, 0.365], [0.194, -0.048, -0.073], [-0.914, -0.544, 0.325], [-0.050, -0.005, -0.029], [-0.018, -0.083, 0.033], [-0.028, 0.054, -0.100]], "e_above_lowest_kj_mol": 197.0, "total_charge": 0, "molar_mass_g_mol": 122.2, "energy_ev": -11343.8663, "spin_multiplicity": 1, "e_lumo_ha": 0.031, "gap_ev": 7.7}

---

No. 3
{"formula": "C3H14N6", "method": "wB97M-V/def2-TZVPD", "symbols": ["C", "C", "N", "N", "H", "H", "H", "H", "H", "H", "H", "H", "C", "N", "N", "N", "N", "H", "H", "H", "H", "H", "H"], "positions_angstrom": [[1.580, -0.551, -0.805], [3.175, 1.163, -0.260], [1.788, 0.809, -0.498], [0.987, 1.170, 1.001], [0.656, 2.122, 0.892], [1.634, 1.116, 1.786], [0.572, -0.891, -0.286], [2.327, -1.245, -0.400], [3.707, 1.067, -1.210], [3.671, 0.511, 0.475], [3.245, 2.200, 0.070], [1.424, -0.674, -1.877], [-1.865, -0.696, 0.273], [-3.998, -1.261, -0.327], [-0.670, -0.833, 0.938], [-1.948, 0.409, -0.575], [-2.831, -1.527, 0.472], [-4.521, -0.489, 0.087], [-4.579, -2.087, -0.238], [-2.647, 0.279, -1.296], [-1.059, 0.750, -0.912], [0.059, 0.285, 1.122], [-0.706, -1.626, 1.568]], "forces_ev_per_a": [[-1.882, -1.763, 0.732], [0.033, 0.136, 0.123], [-0.991, 1.978, 2.709], [1.228, -0.594, -2.239], [0.155, 0.016, -0.128], [0.183, 0.014, -0.236], [1.573, 0.404, -0.978], [0.256, 0.129, -0.196], [-0.067, -0.026, 0.028], [-0.070, 0.005, -0.061], [0.037, -0.024, -0.061], [0.290, 0.043, -0.040], [0.043, -0.167, 0.342], [0.177, 0.102, -0.209], [0.021, 1.393, 0.272], [-0.096, -0.058, 0.091], [-0.080, 0.056, 0.032], [0.024, -0.143, 0.076], [0.080, 0.182, 0.015], [0.046, 0.003, 0.013], [-0.086, -0.120, -0.073], [-0.849, -1.761, -0.261], [-0.026, 0.193, 0.051]], "e_above_lowest_kj_mol": 252.7, "total_charge": 0, "molar_mass_g_mol": 134.2, "energy_ev": -12274.9621, "spin_multiplicity": 1, "e_lumo_ha": 0.019, "gap_ev": 7.4}